--- a ---
The following is a quantum chemistry calculation of the ion C2H6N3 with charge +1, from OMol25.

Results
Highest occupied orbital energy (eV): -14.199
Charge: +1
E_LUMO (eV): -4.0

Last column: Löwdin charge in e.
Cartesian coordinates (Å):
1 H -2.15 -2.42 0.09  0.0732
2 N -1.64 -1.61 0.19  0.2489
3 C -0.69 -0.87 -0.06  -0.5739
4 N -0.84 0.37 -0.63  0.2215
5 N 0.53 -0.72 0.35  0.0880
6 C 1.74 -0.78 0.46  0.0747
7 H -1.95 0.30 -0.77  0.2422
8 H -0.58 0.33 -1.61  0.1767
9 H -0.39 1.26 -0.31  0.2106
10 H 2.24 -0.74 1.48  0.1290
11 H 2.43 -0.92 -0.39  0.1091

--- b ---
The following is a quantum chemistry calculation of a cluster of 2 separate species, C2H6N3 in total, from OMol25.

Results
Highest occupied orbital energy (eV): -17.033
Charge: +1
E_LUMO (eV): -8.2

Last column: Löwdin charge in e.
Cartesian coordinates (Å):
1 C 0.14 1.17 0.05  -0.0620
2 C 0.07 -1.14 0.03  -0.0816
3 N 3.57 -0.11 0.18  0.2003
4 N 2.55 -0.13 -0.20  0.0864
5 N 0.63 -0.03 0.54  0.0493
6 H 0.71 1.98 0.10  0.0695
7 H -0.46 1.20 -0.86  0.1337
8 H -0.83 1.41 0.56  0.1916
9 H 0.27 -1.34 -1.01  0.1436
10 H 0.57 -1.97 0.52  0.1218
11 H -0.99 -0.97 0.02  0.1473

--- c ---
The following is a quantum chemistry calculation of the ion C2H6N3 with charge +1, from OMol25.

Results
Highest occupied orbital energy (alpha / beta) (eV): -14.290 / -14.288
Charge: +1
E_LUMO (alpha / beta) (eV): -6.3 / -6.3

Last column: Löwdin charge in e.
Cartesian coordinates (Å):
1 C 1.56 0.52 -0.39  -0.1029
2 C -1.80 -0.16 -0.03  -0.0676
3 N 0.30 0.85 0.04  0.0696
4 N -0.42 -0.15 -0.21  0.0384
5 N 2.08 -0.51 0.07  0.1567
6 H -2.35 0.88 -0.14  0.1412
7 H -2.32 -0.81 -0.78  0.1163
8 H -1.93 -0.66 0.96  0.1295
9 H 0.18 1.85 0.04  0.1828
10 H 3.00 -0.69 -0.40  0.1638
11 H 1.72 -1.13 0.84  0.1722

It is a that is most stable; the runner-up trails by 0.0134 hartree.

--- a ---
The following is a quantum chemistry calculation of a cluster of 2 separate species, C2H6N3 in total, from OMol25.

Results
Highest occupied orbital energy (eV): -11.407
Charge: +1
E_LUMO (eV): -6.5

Last column: Löwdin charge in e.
Cartesian coordinates (Å):
1 C 1.05 1.04 -1.29  -0.1499
2 C 0.23 -1.31 2.40  0.0153
3 N -0.68 0.45 1.06  0.4270
4 N -0.55 -0.44 1.71  0.0666
5 N 1.50 1.82 -2.15  -0.0327
6 H 0.63 1.48 -0.43  -0.0713
7 H -0.03 -2.32 2.10  0.1266
8 H -0.08 -1.34 3.57  0.2056
9 H 1.25 -1.04 2.19  0.1286
10 H 1.45 2.88 -2.10  0.1404
11 H 1.87 1.43 -3.08  0.1439

--- b ---
The following is a quantum chemistry calculation of the ion C2H6N3 with charge +1, from OMol25.

Results
Highest occupied orbital energy (alpha / beta) (eV): -13.629 / -14.458
Charge: +1
E_LUMO (alpha / beta) (eV): -6.2 / -5.9

Last column: Löwdin charge in e.
Cartesian coordinates (Å):
1 C 1.03 0.92 -0.65  0.0564
2 C 0.23 0.33 0.43  -0.1165
3 N 1.46 -0.09 0.41  0.1940
4 N -1.20 -1.27 -0.25  0.0768
5 N -0.97 -0.41 0.83  -0.0927
6 H 0.70 0.71 -1.68  0.1315
7 H 1.52 1.89 -0.62  0.1250
8 H 1.74 -1.03 0.18  0.1664
9 H -1.93 -0.78 -0.75  0.0582
10 H -0.76 -0.99 1.74  0.2393
11 H -1.63 0.18 1.25  0.1615

--- c ---
The following is a quantum chemistry calculation of the ion C2H6N3 with charge +1, from OMol25.

Results
Highest occupied orbital energy (eV): -14.042
Charge: +1
E_LUMO (eV): -4.6

Last column: Löwdin charge in e.
Cartesian coordinates (Å):
1 C 0.75 -0.82 -0.30  -0.1046
2 C -1.09 0.83 -0.24  0.0063
3 N 1.91 -0.18 -0.03  -0.0597
4 N 2.84 0.47 0.08  0.3082
5 N -0.52 -0.37 0.42  0.0304
6 H 0.97 -1.87 -0.50  0.1264
7 H -1.79 1.16 0.47  0.0909
8 H -0.52 1.75 -0.36  0.1204
9 H -1.33 0.63 -1.23  0.0898
10 H -1.04 -1.25 0.27  0.1795
11 H -0.18 -0.34 1.43  0.2125

It is c that is most stable; the runner-up trails by 0.0606 hartree.

--- a ---
The following is a quantum chemistry calculation of a cluster of 2 separate species, C2H7O2 in total, from OMol25.

Results
Highest occupied orbital energy (eV): -3.336
Charge: -1
E_LUMO (eV): 4.7

Last column: Löwdin charge in e.
Cartesian coordinates (Å):
1 C -0.47 0.06 -0.69  -0.5120
2 O 0.42 1.09 -0.56  -0.3064
3 C -1.27 -0.20 0.58  -0.1379
4 H -1.20 0.25 -1.51  0.0746
5 H 0.02 -0.90 -0.97  0.0844
6 H -2.04 -0.97 0.41  0.0457
7 H -0.59 -0.53 1.36  0.0555
8 H -1.73 0.72 0.92  0.0534
9 H 1.51 0.61 0.05  -0.0353
10 H 2.93 -0.27 -0.14  -0.0490
11 O 2.42 0.16 0.55  -0.2732

--- b ---
The following is a quantum chemistry calculation of a cluster of 2 separate species, C2H7O2 in total, from OMol25.

Results
Highest occupied orbital energy (eV): -3.140
Charge: -1
E_LUMO (eV): 4.7

Last column: Löwdin charge in e.
Cartesian coordinates (Å):
1 C 0.47 -0.23 0.19  -0.5189
2 O -0.62 0.46 0.67  -0.3389
3 C 1.45 0.71 -0.56  -0.1454
4 H 0.17 -1.03 -0.51  0.0822
5 H 1.05 -0.73 1.01  0.0791
6 H 1.03 0.97 -1.53  0.0461
7 H 2.47 0.31 -0.60  0.0374
8 H 1.49 1.65 0.02  0.0544
9 H -1.72 -0.48 0.66  -0.0263
10 H -3.16 -0.52 0.06  -0.0325
11 O -2.62 -1.10 0.61  -0.2372

It is a that is most stable; the runner-up trails by 0.0023 hartree.

--- a ---
The following is a quantum chemistry calculation of the molecule C7H15N, from OMol25.

Results
Highest occupied orbital energy (eV): -8.426
Charge: 0
E_LUMO (eV): 1.2

Last column: Löwdin charge in e.
Cartesian coordinates (Å):
1 C -0.94 -2.04 3.35  -0.0036
2 C -0.78 -1.16 2.38  -0.2003
3 C -0.14 -1.38 1.05  -0.1985
4 C -1.04 -1.03 -0.17  -0.2375
5 N -1.21 0.37 -0.44  -0.0772
6 C -0.35 0.95 -1.46  -0.2544
7 C 1.17 1.06 -1.19  -0.2433
8 C 1.76 2.17 -2.08  -0.1159
9 H -0.63 -3.08 3.30  0.0549
10 H -1.40 -1.70 4.26  0.0494
11 H -1.03 -0.11 2.51  0.0974
12 H 0.15 -2.42 0.95  0.1045
13 H 0.73 -0.75 0.92  0.0986
14 H -0.52 -1.52 -1.00  0.1105
15 H -2.00 -1.55 -0.17  0.1111
16 H -1.32 0.99 0.34  0.1026
17 H -0.49 0.40 -2.36  0.1075
18 H -0.70 1.95 -1.66  0.1064
19 H 1.37 1.32 -0.15  0.0989
20 H 1.68 0.13 -1.41  0.0980
21 H 1.82 3.11 -1.56  0.0646
22 H 2.75 1.98 -2.45  0.0565
23 H 1.11 2.33 -2.95  0.0698

--- b ---
The following is a quantum chemistry calculation of the molecule C7H15N, from OMol25.

Results
Highest occupied orbital energy (eV): -8.990
Charge: 0
E_LUMO (eV): 1.1

Last column: Löwdin charge in e.
Cartesian coordinates (Å):
1 C -1.62 0.05 1.47  -0.0487
2 C -0.18 0.64 1.00  -0.3616
3 C -0.08 2.14 1.21  -0.0787
4 C -0.10 0.25 -0.45  -0.3194
5 C 1.13 -0.35 -1.06  -0.2246
6 C 2.38 -0.66 -0.31  -0.0758
7 N -0.16 -1.20 -0.64  -0.0531
8 C -0.99 -1.63 -1.76  -0.1156
9 H -2.42 0.53 0.90  0.0713
10 H -1.73 0.36 2.51  0.0611
11 H -1.73 -1.04 1.46  0.0654
12 H 0.57 0.13 1.61  0.1245
13 H 0.93 2.50 1.01  0.0769
14 H -0.33 2.40 2.25  0.0757
15 H -0.77 2.68 0.55  0.0786
16 H -0.73 0.87 -1.09  0.1411
17 H 1.31 -0.14 -2.11  0.1286
18 H 2.95 0.26 -0.13  0.0783
19 H 2.19 -1.15 0.64  0.0769
20 H 3.02 -1.32 -0.91  0.0747
21 H -1.61 -0.83 -2.19  0.0766
22 H -0.38 -2.06 -2.56  0.0755
23 H -1.66 -2.42 -1.41  0.0724

It is a that is most stable; the runner-up trails by 0.0073 hartree.

--- a ---
The following is a quantum chemistry calculation of the molecule C7H15N, from OMol25.

Results
Highest occupied orbital energy (eV): -7.714
Charge: 0
E_LUMO (eV): 1.0

Last column: Löwdin charge in e.
Cartesian coordinates (Å):
1 C 2.23 -1.98 0.77  -0.1685
2 C 0.86 -1.37 0.62  -0.2925
3 C 1.06 -0.23 -0.39  -0.1769
4 C -0.34 0.31 -0.67  -0.2726
5 C -1.32 -0.60 -1.31  -0.0655
6 C -0.70 1.44 -0.04  -0.4438
7 C -2.14 1.80 0.04  -0.0746
8 N 0.02 2.25 0.77  0.0650
9 H 3.10 -1.38 1.20  0.0938
10 H 2.18 -2.87 1.44  0.0768
11 H 2.54 -2.33 -0.21  0.0670
12 H 0.55 -0.91 1.68  0.1622
13 H 0.24 -2.19 0.29  0.0988
14 H 1.42 -0.78 -1.33  0.1320
15 H 1.81 0.38 0.09  0.1012
16 H -0.96 -1.08 -2.25  0.1017
17 H -2.20 -0.16 -1.77  0.0776
18 H -1.55 -1.22 -0.55  0.0418
19 H -2.80 0.90 0.37  0.1047
20 H -2.50 2.03 -0.99  0.0770
21 H -2.33 2.69 0.72  0.0893
22 H 0.02 3.24 0.25  0.1653
23 H 0.81 2.06 1.28  0.0404

--- b ---
The following is a quantum chemistry calculation of the molecule C7H15N, from OMol25.

Results
Highest occupied orbital energy (eV): -9.707
Charge: 0
E_LUMO (eV): 0.9

Last column: Löwdin charge in e.
Cartesian coordinates (Å):
1 H 3.25 1.35 2.34  0.0484
2 N 2.29 1.49 2.03  0.1007
3 C 2.04 1.12 0.86  -0.2722
4 C 0.67 1.30 0.30  -0.1615
5 C -0.03 -0.03 -0.09  -0.5713
6 C 0.76 -0.75 -1.18  -0.0508
7 C -0.14 -0.92 1.15  -0.0473
8 C -1.43 0.36 -0.61  -0.2208
9 C -2.36 -0.81 -0.95  -0.0978
10 H 2.78 0.69 0.17  0.1155
11 H 0.07 1.81 1.05  0.1178
12 H 0.74 1.93 -0.59  0.1225
13 H 0.24 -1.64 -1.50  0.0744
14 H 1.74 -1.05 -0.82  0.0741
15 H 0.90 -0.10 -2.05  0.0889
16 H -0.78 -0.46 1.90  0.0924
17 H 0.85 -1.06 1.59  0.0774
18 H -0.54 -1.89 0.89  0.0782
19 H -1.93 0.97 0.15  0.1133
20 H -1.31 0.97 -1.50  0.1135
21 H -1.93 -1.45 -1.72  0.0656
22 H -3.30 -0.42 -1.33  0.0715
23 H -2.57 -1.42 -0.08  0.0675

It is b that is most stable; the runner-up trails by 0.0769 hartree.

--- a ---
The following is a quantum chemistry calculation of a cluster of 2 separate species, CH2N3O3 in total, from OMol25.

Results
Highest occupied orbital energy (alpha / beta) (eV): -3.391 / -2.815
Charge: -1
E_LUMO (alpha / beta) (eV): 4.0 / 2.9

Last column: Löwdin charge in e.
Cartesian coordinates (Å):
1 C -1.87 -1.82 -0.10  -0.2027
2 N 0.84 0.06 0.92  -0.0465
3 N -2.48 -2.70 0.34  -0.1357
4 N -1.23 -0.73 -0.26  -0.0727
5 O -0.44 -0.57 -1.45  -0.1897
6 O 1.38 0.30 -0.23  -0.2577
7 O -3.44 -3.46 0.56  -0.1740
8 H 0.46 -0.02 -1.20  0.0168
9 H -0.10 0.64 1.04  0.0623

--- b ---
The following is a quantum chemistry calculation of a cluster of 2 separate species, CH2N3O3 in total, from OMol25.

Results
Highest occupied orbital energy (alpha / beta) (eV): -3.115 / -3.754
Charge: -1
E_LUMO (alpha / beta) (eV): 4.3 / 4.5

Last column: Löwdin charge in e.
Cartesian coordinates (Å):
1 C -1.07 0.55 0.14  -0.7603
2 N 1.84 -0.18 0.33  0.0400
3 N 2.30 0.18 -0.70  -0.0507
4 N -0.47 -0.50 -0.62  -0.0751
5 O -2.06 0.15 0.95  0.0034
6 O -1.11 -1.68 -0.32  -0.2853
7 O -0.70 1.66 0.03  0.0227
8 H -1.89 -0.88 0.81  0.0847
9 H 3.17 0.70 -0.61  0.0206

It is b that is most stable; the runner-up trails by 0.1618 hartree.